Below is a single C32H43Cl2NO3S molecule in a non-equilibrium geometry, with properties calculated with wB97M-V/def2-TZVPD.

```
82
Properties=species:S:1:pos:R:3
C -0.59638 1.72949 -5.92307
C -0.10297 0.64474 -5.00531
O 1.09998 0.06129 -5.45768
C 2.26833 0.81443 -5.21053
C 2.84220 0.62263 -3.81751
C 2.81924 -0.83531 -3.37202
C 1.64845 -1.19416 -2.48111
C 1.86861 -2.54370 -1.79440
C 1.29508 -2.75989 -0.42899
C 2.20284 -3.04298 0.59542
C 1.81335 -3.25314 1.93194
C 2.88449 -3.40949 2.91802
Cl 3.50590 -5.00222 3.08291
C 3.42437 -2.42939 3.63159
C 4.50860 -2.49868 4.62711
Cl 2.81303 -0.83887 3.43760
C 0.46168 -3.22389 2.27738
C 0.01299 -3.41996 3.68150
C 0.11337 -4.80880 4.17774
O -0.05338 -5.75775 3.51183
C -0.47103 -2.95619 1.25700
C -0.06478 -2.71411 -0.07225
S -1.33962 -2.38562 -1.24800
C -2.24913 -1.29958 -0.19751
C -2.74779 -0.05679 -0.62487
C -3.42959 0.80511 0.26213
C -3.79835 2.16907 -0.22360
C -2.59392 3.10385 -0.38706
C -1.46407 2.89874 0.59693
C -0.47854 4.06392 0.59280
C 0.92540 3.63694 0.87733
O 1.80504 4.67469 0.50630
C 3.17087 4.37595 0.66622
C -3.64667 0.38417 1.59677
C -4.36743 1.23703 2.59600
C -5.88099 1.12309 2.49449
C -3.14197 -0.85128 2.00692
C -2.43910 -1.68835 1.12657
N -1.87150 -2.91668 1.56904
H -0.44935 1.40722 -6.94310
H -0.09012 2.67057 -5.77732
H -1.65396 1.88234 -5.78469
H -0.81951 -0.16434 -4.98516
H 0.00286 1.00558 -3.98452
H 2.98944 0.47488 -5.93794
H 2.09752 1.86757 -5.41158
H 3.86733 0.96594 -3.86546
H 2.33530 1.25441 -3.10082
H 3.74186 -1.06567 -2.85719
H 2.77076 -1.43766 -4.26825
H 1.48805 -0.41903 -1.73820
H 0.75492 -1.24045 -3.07888
H 2.93621 -2.65780 -1.67680
H 1.53281 -3.33843 -2.44797
H 3.25084 -3.07020 0.36036
H 4.16415 -2.09644 5.56918
H 5.34526 -1.89078 4.31216
H 4.82493 -3.51423 4.78114
H -1.04481 -3.19501 3.73862
H 0.51492 -2.73960 4.35436
H 0.29458 -4.91608 5.24977
H -2.56946 0.26453 -1.63449
H -4.26715 2.03850 -1.18676
H -4.50749 2.64031 0.43469
H -2.92610 4.12917 -0.29159
H -2.20777 2.99899 -1.38522
H -0.92624 1.98762 0.37247
H -1.86140 2.75467 1.59437
H -0.77791 4.78994 1.33375
H -0.48037 4.53462 -0.38194
H 1.15505 2.72311 0.33398
H 1.05057 3.41746 1.93539
H 3.31395 3.53565 1.33529
H 3.68287 5.23217 1.07952
H 3.61021 4.13941 -0.29236
H -4.03239 0.96736 3.58530
H -4.08232 2.27131 2.45899
H -6.34224 1.37468 3.43771
H -6.27700 1.81240 1.76565
H -6.18335 0.12088 2.23241
H -3.26899 -1.16983 3.02407
H -2.32488 -3.67604 1.06503
```

## Properties
total energy	-77393.596	eV
SMILES	CCOCCCCCc1cc(/C(Cl)=C(/C)Cl)c(CC=O)c2c1Sc1cc(CCCCCOC)c(CC)cc1N2
charge	0
HOMO-LUMO gap	8.799	eV
E_HOMO	-0.30446	hartree